[1]
Molecular formula: C18H23N5O4S
Method: DFT, the ωB97M-V functional and the def2-TZVPD basis

## Properties
E in Ha: -1672.7241
Energy above the lowest of the compared OMol25 structures with the same formula, charge and spin in kJ/mol: 0.0
Frontier orbital gap in Eh: 0.3213
LUMO level in eV: 0.5
HOMO in eV: -8.231

Geometry as XYZ:
```
51
Properties=species:S:1:pos:R:3:lowdin_charge:R:1
C 1.0115 1.2138 -2.1360 -0.10
C 0.9440 2.7310 -2.0045 -0.24
C -0.3611 3.2391 -1.3870 -0.17
C -0.3904 3.2172 0.1424 -0.14
N -0.3609 1.8892 0.6982 -0.01
C 0.6705 1.2725 1.3082 -0.59
S 2.2269 2.0246 1.4674 1.03
C 3.1820 0.7009 2.2748 -0.34
C 3.6065 -0.3711 1.2711 -0.57
O 4.6843 -0.3511 0.7195 0.06
N 2.6795 -1.3315 1.1115 0.07
C 2.8152 -2.3898 0.1307 -0.08
C 1.7374 -2.3104 -0.9007 -0.26
C 1.7711 -2.1460 -2.2524 -0.03
C 0.4216 -2.1454 -2.6873 -0.07
C -0.3319 -2.3026 -1.5684 -0.11
O 0.4530 -2.4066 -0.4811 0.02
N 0.3641 0.0558 1.7493 0.13
C -0.9264 -0.1247 1.3890 -0.22
C -1.4115 0.9924 0.7299 -0.06
C -2.7493 1.0683 0.2327 -0.36
O -3.2652 2.0016 -0.3519 0.07
N -3.4478 -0.1167 0.4974 0.03
C -4.8282 -0.1922 0.0458 0.00
C -2.9910 -1.2460 1.1585 -0.45
O -3.7058 -2.2100 1.3233 0.08
N -1.6892 -1.2219 1.6203 0.02
C -1.1551 -2.3598 2.3366 0.00
H 0.1542 0.8402 -2.6922 0.08
H 1.0279 0.7224 -1.1676 0.05
H 1.9156 0.9242 -2.6658 0.08
H 1.0389 3.1616 -3.0035 0.11
H 1.7899 3.0852 -1.4115 0.09
H -0.5148 4.2783 -1.6821 0.12
H -1.2070 2.6623 -1.7639 0.11
H -1.3161 3.6925 0.4789 0.13
H 0.4675 3.7613 0.5469 0.10
H 4.0685 1.1993 2.6651 0.09
H 2.5730 0.2961 3.0802 0.08
H 1.7508 -1.1700 1.5018 0.09
H 2.7668 -3.3576 0.6462 0.13
H 3.7927 -2.2813 -0.3436 0.13
H 2.6447 -2.0416 -2.8614 0.11
H 0.0701 -2.0410 -3.6928 0.11
H -1.3913 -2.3607 -1.4131 0.12
H -5.4870 -0.3581 0.8975 0.10
H -5.0657 0.7504 -0.4414 0.09
H -4.9454 -1.0218 -0.6509 0.10
H -0.6883 -2.0182 3.2596 0.10
H -1.9834 -3.0312 2.5541 0.09
H -0.4156 -2.8733 1.7221 0.08
```


[2]
Molecular formula: C4H7ClOS
Method: DFT, the ωB97M-V functional and the def2-TZVPD basis

## Properties
E in Ha: -1090.0786
Energy above the lowest of the compared OMol25 structures with the same formula, charge and spin in kJ/mol: 386.9
Frontier orbital gap in Eh: 0.3397
LUMO level in eV: 0.3
HOMO in eV: -8.967

Geometry as XYZ:
```
14
Properties=species:S:1:pos:R:3:lowdin_charge:R:1
C 0.3683 -0.3399 1.4620 -0.14
C 0.6796 -0.2096 -0.0312 -0.82
Cl 2.4976 -0.3599 -0.4158 0.57
C 0.0817 0.9070 -0.8041 -0.48
O -0.8871 1.6992 -0.2103 -0.14
C -0.3337 -0.5132 -1.1208 -0.53
S -1.8955 -0.7769 -0.2274 0.78
H 0.8034 -1.3996 1.6347 0.11
H 1.0573 0.6340 1.8155 0.14
H -0.6693 -0.1772 1.6179 -0.02
H 0.9118 1.3132 -1.3741 0.12
H -0.6710 2.1885 0.8440 0.26
H -0.2668 -0.8987 -2.2541 0.16
H -1.6763 -2.0668 -0.9364 -0.02
```


[3]
Molecular formula: C5H9N5O
Method: DFT, the ωB97M-V functional and the def2-TZVPD basis

## Properties
E in Ha: -544.2013
Energy above the lowest of the compared OMol25 structures with the same formula, charge and spin in kJ/mol: 164.7
Frontier orbital gap (alpha / beta) in Eh: 0.2647 / 0.2981
LUMO level (alpha / beta) in eV: -8.4 / -8.4
Total charge: +2
HOMO (alpha / beta) in eV: -15.565 / -16.551

Geometry as XYZ:
```
20
Properties=species:S:1:pos:R:3:lowdin_charge:R:1
C 2.5392 0.2477 -0.3917 -0.19
C -0.6361 2.1554 -0.0076 -0.01
C 0.5493 -1.1398 0.1303 -0.21
C -0.3004 0.0114 0.6991 -0.04
C -1.6414 0.1595 -0.0586 -0.23
N 2.1458 1.3792 -0.1456 0.21
N -1.6910 1.4176 -0.4580 0.21
N 1.7621 -0.9660 -0.3414 0.17
N 0.2716 1.3612 0.6074 0.04
N -0.0172 -2.3204 0.1562 0.27
O -2.4211 -0.8589 -0.3003 0.19
H 3.5720 0.0609 -0.6926 0.15
H -0.4939 3.1992 -0.2131 0.17
H -0.4979 -0.2454 1.7549 0.20
H -2.4484 1.8607 -0.9740 0.21
H 2.2571 -1.7882 -0.6807 0.18
H 0.7953 1.7530 1.3876 0.18
H -0.9559 -2.4657 0.5103 0.15
H 0.4561 -3.1463 -0.1973 0.17
H -3.2452 -0.6749 -0.7849 0.18
```


[4]
Molecular formula: C5H7NO3
Method: DFT, the ωB97M-V functional and the def2-TZVPD basis

## Properties
E in Ha: -474.9095
Energy above the lowest of the compared OMol25 structures with the same formula, charge and spin in kJ/mol: 891.2
Frontier orbital gap in Eh: 0.3721
LUMO level in eV: 0.8
HOMO in eV: -9.286

Geometry as XYZ:
```
16
Properties=species:S:1:pos:R:3:lowdin_charge:R:1
C -0.0920 1.8939 2.2423 0.16
C 0.0812 1.4632 1.1256 -0.11
C 0.5081 1.1104 -0.1479 -0.35
C 0.2437 2.1024 -1.2925 -0.11
O -0.4717 0.9842 -1.0982 -0.02
H -0.6715 2.0762 3.0747 0.01
H 1.5004 0.5975 -0.3235 0.17
H -0.2187 3.0278 -0.9159 0.12
H 0.8128 2.2272 -2.1712 0.10
C -0.8331 -1.6115 0.5304 0.07
N -0.4050 -2.4558 -0.3133 -0.41
O -0.9189 -3.1541 -1.0841 0.05
O 1.0501 -2.5575 -0.3552 0.03
H -0.0196 -0.9763 1.0110 0.10
H -1.8202 -1.3517 0.5117 0.08
H 1.2546 -3.3757 -0.7938 0.09
```


[5]
Molecular formula: C28H51N5O5S3
Method: DFT, the ωB97M-V functional and the def2-TZVPD basis

## Properties
E in Ha: -2941.7433
Frontier orbital gap in Eh: 0.2958
LUMO level in eV: 0.0
HOMO in eV: -8.045

Geometry as XYZ:
```
92
Properties=species:S:1:pos:R:3:lowdin_charge:R:1
C 2.8636 2.8215 -2.7159 -0.13
O 2.3045 2.2997 -3.9628 -0.15
H 3.4952 3.6863 -2.9190 0.07
H 2.1443 3.3183 -2.0648 0.07
H 3.3720 2.1791 -1.9969 0.07
H 1.6690 2.9380 -4.2950 0.07
C 4.8596 -2.5931 1.1586 -0.17
O 5.9904 -2.9104 0.4070 -0.12
H 5.2613 -2.1303 2.0600 0.08
H 4.2127 -1.8863 0.6390 0.06
H 4.2440 -3.4250 1.5009 0.06
H 6.5885 -2.1597 0.3858 0.08
N -0.3344 -1.0255 0.3285 0.08
C -0.1069 0.2685 0.7426 -0.17
C 1.1337 0.7692 0.3844 -0.13
C 1.7506 -0.2221 -0.3339 -0.10
C 0.7570 -1.2419 -0.4291 -0.17
H -1.1626 -1.6004 0.3887 0.08
H -0.8386 0.7567 1.3692 0.09
H 1.4059 1.7937 0.5908 0.09
H 2.7323 -0.1187 -0.7720 0.07
H 0.8882 -2.1672 -0.9704 0.10
N 2.4675 -6.3437 2.4670 0.01
C 1.6250 -5.3681 2.0708 -0.16
C 2.0561 -4.8440 0.8825 -0.13
C 3.1512 -5.6057 0.4872 -0.11
C 3.3387 -6.5382 1.4979 -0.16
H 2.3871 -6.8522 3.3359 0.16
H 0.7524 -5.0948 2.6453 0.10
H 1.5944 -4.0874 0.2655 0.08
H 3.7543 -5.5418 -0.4065 0.10
H 4.0232 -7.3733 1.4754 0.11
N 4.0362 -0.2060 -3.5933 -0.01
C 4.6140 -1.1469 -2.7294 -0.10
C 5.8868 -1.3370 -3.2972 -0.11
C 6.0938 -0.4054 -4.3480 -0.12
C 4.9253 0.2124 -4.5589 -0.15
H 3.0885 0.1377 -3.5321 0.11
H 4.0807 -1.5917 -1.9023 0.08
H 6.5609 -2.1080 -2.9544 0.08
H 7.0264 -0.2519 -4.8704 0.09
H 4.5292 0.9756 -5.2124 0.11
N -2.0703 -3.5898 -1.3847 0.04
C -2.2105 -4.0749 -0.1177 -0.14
C -2.7423 -3.1057 0.6824 -0.14
C -3.1496 -2.0256 -0.1369 -0.13
C -2.6001 -2.2684 -1.4037 -0.10
H -1.7779 -4.1360 -2.1823 0.15
H -1.8079 -5.0321 0.1794 0.12
H -2.9385 -3.2553 1.7339 0.10
H -3.7099 -1.1281 0.0796 0.09
H -2.5760 -1.6431 -2.2839 0.09
N -0.7570 0.6472 -2.8865 0.06
C -2.0190 0.8256 -2.3835 -0.18
C -2.6733 1.6770 -3.1959 -0.17
C -1.9628 1.8930 -4.3589 -0.09
C -0.7352 1.2318 -4.1521 -0.11
H 0.0036 0.1184 -2.4840 0.12
H -2.2788 0.3206 -1.4649 0.08
H -3.6833 2.0322 -3.0546 0.10
H -2.3332 2.5288 -5.1494 0.10
H 0.1057 1.1734 -4.8273 0.09
C -0.5924 2.7322 4.3490 -0.25
S 1.0551 2.1438 3.7426 0.83
O 2.0697 2.6827 4.7228 -0.56
C 0.6427 0.3881 4.1363 -0.27
H -1.4676 2.2949 3.8686 0.02
H -0.7770 3.7671 4.0609 0.05
H -0.6539 2.7071 5.4370 0.06
H 1.3368 -0.3824 3.8005 0.05
H -0.3421 0.1300 3.7469 0.03
H 0.5977 0.2999 5.2218 0.05
C -2.5230 3.4947 -0.2018 -0.25
S -3.1689 5.0154 0.7010 0.86
O -2.5015 6.2175 -0.0268 -0.59
C -4.9374 4.8232 0.1100 -0.23
H -1.5221 3.2029 0.1165 0.04
H -2.5338 3.6335 -1.2828 0.04
H -3.1964 2.6686 0.0264 0.01
H -4.8849 4.3269 -0.8590 0.04
H -5.2837 5.8275 -0.1340 0.05
H -5.6357 4.3825 0.8214 0.03
C -4.2938 1.3564 2.1488 -0.26
S -4.6431 2.5353 3.5172 0.81
O -4.0179 3.9279 3.4904 -0.58
C -6.5427 2.5463 3.5410 -0.22
H -4.7208 1.8492 1.2754 0.03
H -4.9130 0.4784 2.3324 0.06
H -3.2188 1.1818 2.1031 0.03
H -6.9387 1.6406 4.0003 0.04
H -6.9686 2.6211 2.5404 0.04
H -6.7298 3.3384 4.2660 0.05
```


[6]
Molecular formula: C32H48N7O10P2RbSe
Method: DFT, the ωB97M-V functional and the def2-TZVPD basis

## Properties
E in Ha: -5492.3581
Energy above the lowest of the compared OMol25 structures with the same formula, charge and spin in kJ/mol: 0.0
Frontier orbital gap in Eh: 0.1515
LUMO level in eV: 3.4
Total charge: -2
HOMO in eV: -0.746

Geometry as XYZ:
```
101
Properties=species:S:1:pos:R:3:lowdin_charge:R:1
Rb -0.4283 -1.7266 -0.0536 1.00
N -3.4066 -1.1555 0.2856 -0.04
C -3.6696 -2.0822 -0.8278 -0.24
C -2.9210 -3.3989 -0.5674 -0.67
O -3.1793 -3.9369 0.5555 -0.11
N -2.0901 -3.7500 -1.5094 0.00
C -1.2521 -4.9231 -1.2455 -0.19
C 0.1885 -4.4608 -0.9212 -0.78
O 0.9584 -4.2464 -1.8824 -0.07
O 0.4615 -4.2621 0.2955 -0.19
H -4.1690 -0.5040 0.4230 0.05
H -3.3327 -1.7179 1.1306 0.03
H -4.7397 -2.3249 -0.9249 0.09
H -3.3203 -1.6453 -1.7643 0.09
H -1.6315 -5.5205 -0.4087 0.09
H -1.2008 -5.5339 -2.1515 0.09
N 3.6619 0.2308 3.3041 0.13
C 2.3955 0.3930 2.7425 -0.55
O 1.9670 -0.4585 1.9869 0.02
C 1.6892 1.6857 3.0593 -0.30
C 1.4077 2.6014 1.8634 -0.21
H 3.9950 -0.7214 3.2958 0.09
H 3.8617 0.7634 4.1339 0.07
H 2.2539 2.2203 3.8369 0.07
H 0.7477 1.3661 3.5158 0.07
H 0.8971 1.9771 1.1087 -0.03
H 2.3724 2.9110 1.4168 -0.03
Se -5.2116 -1.9686 7.9732 1.00
N -4.6216 -0.4925 7.1418 -0.25
C -3.9134 -0.8779 6.1170 -0.33
C -3.2539 0.0395 5.1885 -0.11
C -3.3319 1.4216 5.3455 -0.02
C -2.6624 2.2266 4.4522 -0.05
C -1.9367 1.6215 3.4225 -0.11
N -1.8725 0.3089 3.2527 0.17
C -2.5120 -0.4782 4.1185 -0.13
C -2.3974 -1.9535 3.9160 -0.15
N -1.6997 -2.3720 2.8615 0.13
C -1.5794 -3.6754 2.6407 -0.10
C -2.1624 -4.6337 3.4820 -0.02
C -2.8932 -4.2132 4.5628 -0.01
C -3.0227 -2.8409 4.7980 -0.11
C -3.7915 -2.3217 5.9223 -0.33
N -4.4094 -3.0634 6.8015 -0.25
H -3.9048 1.8292 6.1696 0.11
H -2.6669 3.3049 4.5437 0.10
H -1.3489 2.2315 2.7402 0.09
H -0.9681 -3.9818 1.7979 0.07
H -2.0444 -5.6829 3.2491 0.11
H -3.3774 -4.9118 5.2337 0.11
C 4.0575 -0.5455 -4.9455 -0.05
C 2.7578 -1.0609 -4.3577 -0.41
C 2.9342 -2.3059 -3.5174 -0.04
O 2.1320 0.0540 -3.6528 -0.19
P 2.1123 0.2741 -2.0896 0.46
O 1.4748 -0.7397 -1.2491 -0.43
C 1.2855 1.8710 -1.9546 -0.19
P -0.4856 1.7969 -2.3024 0.47
O -1.1817 0.7833 -1.5163 -0.28
O -1.0071 3.2950 -2.2104 -0.20
C -1.4389 4.0501 -1.0397 -0.41
C -2.2540 3.2119 -0.0778 -0.05
C -0.2472 4.7180 -0.3799 -0.06
O -0.6069 1.5626 -3.8740 -0.16
C -0.2246 2.5376 -4.8544 -0.46
C 0.4898 1.7981 -5.9685 -0.04
C -1.4684 3.2631 -5.3351 -0.05
O 3.6429 0.5466 -1.7394 -0.18
C 4.0419 0.3530 -0.3381 -0.44
C 5.0273 1.4553 -0.0210 -0.05
C 4.6174 -1.0349 -0.1776 -0.04
H 4.5136 -1.3230 -5.5611 0.08
H 4.7503 -0.2802 -4.1462 0.08
H 3.8858 0.3358 -5.5652 0.07
H 2.0449 -1.2669 -5.1616 0.14
H 3.6697 -2.1456 -2.7280 0.07
H 3.3121 -3.0996 -4.1662 0.09
H 2.0191 -2.6670 -3.0489 0.06
H 1.7727 2.6119 -2.5912 0.08
H 1.3893 2.1698 -0.9044 0.06
H -2.0820 4.8140 -1.4893 0.13
H -1.6355 2.4610 0.4071 0.07
H -3.0745 2.7046 -0.5824 0.09
H -2.6505 3.8702 0.6977 0.08
H 0.2844 4.0381 0.2889 0.02
H -0.6004 5.5376 0.2487 0.08
H 0.4252 5.1309 -1.1345 0.08
H 0.4599 3.2583 -4.3932 0.13
H -0.1892 1.0811 -6.4319 0.09
H 1.3448 1.2558 -5.5708 0.06
H 0.8290 2.5029 -6.7304 0.08
H -2.1730 2.5420 -5.7510 0.09
H -1.2068 3.9854 -6.1117 0.08
H -1.9482 3.7850 -4.5099 0.07
H 3.1554 0.4585 0.2894 0.10
H 5.9290 1.3536 -0.6308 0.07
H 5.3012 1.3976 1.0328 0.07
H 4.5850 2.4341 -0.2061 0.07
H 5.4832 -1.1592 -0.8354 0.08
H 3.8733 -1.7977 -0.3962 0.09
H 4.9391 -1.1685 0.8550 0.07
```